{
  "formula": "C45H53N17O5",
  "method": "wB97M-V/def2-TZVPD",
  "symbols": ["O", "O", "O", "O", "O", "N", "N", "N", "N", "N", "N", "N", "N", "N", "N", "N", "N", "N", "N", "N", "N", "N", "C", "C", "C", "C", "C", "C", "C", "C", "C", "C", "C", "C", "C", "C", "C", "C", "C", "C", "C", "C", "C", "C", "C", "C", "C", "C", "C", "C", "C", "C", "C", "C", "C", "C", "C", "C", "C", "C", "C", "C", "C", "C", "C", "C", "C", "H", "H", "H", "H", "H", "H", "H", "H", "H", "H", "H", "H", "H", "H", "H", "H", "H", "H", "H", "H", "H", "H", "H", "H", "H", "H", "H", "H", "H", "H", "H", "H", "H", "H", "H", "H", "H", "H", "H", "H", "H", "H", "H", "H", "H", "H", "H", "H", "H", "H", "H", "H", "H"],
  "positions_angstrom": [[3.151, 0.693, -1.713], [3.455, 3.200, 1.281], [1.302, 0.264, 5.260], [1.550, 3.071, 4.602], [5.365, 3.839, 1.786], [-9.265, -1.133, -3.793], [8.190, -3.033, -8.383], [-1.017, -1.534, -0.036], [3.273, -1.933, -4.672], [4.291, 3.696, 2.279], [-6.596, -3.561, -0.326], [-2.296, -1.738, -4.901], [1.987, 1.242, 3.240], [-0.499, -3.634, -9.393], [4.841, -1.119, -2.151], [-0.409, 6.438, 2.448], [1.023, 0.252, 10.754], [-3.387, 0.162, 8.218], [-0.510, -0.343, 2.770], [-6.624, -1.525, 3.937], [1.103, 0.463, -4.307], [3.093, 9.715, 2.072], [0.661, -3.521, -9.399], [-9.427, -1.359, -4.915], [0.758, 6.529, 2.441], [2.055, 0.230, 4.291], [4.067, -0.349, -1.748], [-7.530, -3.103, -2.758], [0.818, -0.933, -2.268], [-0.746, 0.338, 8.223], [-7.007, -3.362, -1.389], [-3.585, -2.211, -2.057], [-2.781, -3.865, -0.139], [-3.117, -1.995, 4.576], [1.498, 10.844, 3.853], [-0.055, 2.966, 2.819], [2.396, 10.209, 2.850], [0.070, -0.722, 0.332], [1.993, -0.197, 10.313], [-9.634, -1.648, -6.361], [2.295, 0.432, -0.582], [-1.457, -1.654, -5.694], [2.579, 0.966, 0.811], [2.240, 6.659, 2.428], [-3.072, -2.675, 0.863], [2.144, -3.385, -9.420], [4.245, -2.383, -5.118], [-2.232, 0.239, 8.221], [0.486, 0.355, -3.174], [-2.760, -3.474, -1.680], [-6.601, -0.597, 4.626], [3.894, 1.810, 1.049], [-1.808, -1.728, 1.080], [9.389, -1.327, -6.738], [0.357, -0.148, 1.682], [5.483, -2.964, -5.705], [-1.594, -1.138, 2.471], [3.243, -0.772, 9.746], [1.078, -0.393, -0.787], [-6.567, 0.598, 5.514], [8.711, -2.285, -7.656], [-3.924, -1.078, -2.386], [3.054, -1.021, 4.250], [-0.378, -1.543, -6.714], [1.201, 2.420, 3.618], [1.619, 0.687, 1.940], [-2.574, -1.387, 3.654], [-7.475, 1.187, 5.378], [0.544, -1.202, -6.242], [1.747, -0.333, -4.419], [-8.376, -2.408, -2.714], [-0.283, 1.130, -2.858], [3.020, -1.296, 8.815], [-8.861, -2.331, -6.716], [2.523, 7.631, 2.018], [3.751, -0.873, 5.133], [2.420, -2.399, -9.796], [-6.745, -2.667, -3.377], [-0.366, 0.239, 9.243], [3.597, -1.110, 3.266], [0.263, 3.092, 1.735], [2.629, 6.575, 3.444], [10.331, -1.752, -6.390], [-3.460, -4.762, 0.044], [3.959, 0.024, 9.543], [3.682, -1.475, 10.454], [-0.911, 2.245, 2.962], [6.200, -2.174, -5.929], [2.065, 11.543, 4.468], [-3.368, -3.160, 1.855], [-7.861, -4.039, -3.211], [-3.955, -2.020, 0.582], [-0.438, 1.304, 7.822], [-1.732, -4.248, 0.113], [4.489, 1.772, 0.082], [-0.668, -0.829, -7.485], [2.577, -4.148, -10.067], [5.931, -3.662, -4.996], [2.415, -1.925, 4.501], [2.542, -3.505, -8.411], [9.592, -0.393, -7.262], [-9.584, -0.723, -6.935], [-0.314, 4.027, 3.187], [-10.611, -2.108, -6.510], [-5.702, 1.216, 5.272], [-0.205, -2.511, -7.181], [-4.159, -0.064, -2.811], [-3.201, -4.340, -2.280], [5.244, -3.497, -6.626], [-0.321, -0.454, 7.606], [2.677, 5.871, 1.814], [-0.094, -1.595, -2.339], [-3.505, -2.498, 5.504], [8.752, -1.122, -5.878], [1.059, 10.079, 4.495], [0.698, 11.384, 3.345], [-6.499, 0.284, 6.556], [-1.674, -3.406, -2.000], [4.440, 1.375, 1.933], [1.717, -1.492, -2.672]],
  "forces_ev_per_a": [[1.5, -2.9, 1.9], [-0.9, -1.8, 0.4], [1.6, 0.4, -1.7], [-0.2, -1.7, -1.8], [-0.7, 0.1, 1.8], [-0.6, 0.3, -1.5], [0.9, 1.4, 1.5], [0.2, 1.5, 5.2], [1.4, -0.7, -0.8], [2.3, 1.0, -1.6], [-0.4, 0.2, -1.0], [0.9, 0.0, -1.0], [-1.7, -0.9, -0.5], [2.3, 0.2, 0.0], [-0.8, 0.7, 1.2], [2.7, 0.3, 0.0], [1.2, -0.5, -0.2], [1.1, 0.0, 0.0], [-1.4, -1.8, -2.7], [0.0, 0.9, 0.7], [-1.2, 0.2, 1.6], [-0.6, 0.6, 0.8], [-1.3, -0.2, -0.1], [0.0, 0.1, 0.1], [-1.7, -0.1, 0.0], [-1.1, -1.3, 2.1], [-1.0, 1.8, -1.9], [0.2, -0.2, 1.0], [-0.8, 1.5, 0.8], [-0.8, -0.1, 0.1], [0.2, -0.1, 0.1], [1.3, 1.0, 0.0], [0.6, 0.0, 0.1], [0.7, 0.7, -0.3], [0.4, -0.3, -0.5], [1.0, 0.1, -0.3], [0.1, 0.0, -0.1], [2.7, 1.5, -1.1], [0.0, 0.1, 0.1], [0.1, 0.1, 0.7], [-3.8, -1.2, 3.0], [-0.1, 0.0, 0.1], [-1.7, -1.0, 0.2], [-0.7, -0.1, -0.1], [0.3, -0.1, 0.9], [-0.7, 0.0, 0.0], [-0.7, 0.3, 0.2], [-0.1, 0.0, -0.1], [1.5, -1.4, -1.2], [-1.0, -0.2, -0.5], [0.0, -0.1, -0.1], [-1.6, -1.1, -1.3], [-1.0, -0.9, -0.8], [-0.3, -0.5, -0.4], [0.7, 0.2, -0.2], [-0.6, 0.2, 0.4], [0.8, 1.2, 0.4], [-0.6, 0.3, 0.3], [1.0, 0.4, 0.2], [0.0, -0.6, -0.4], [-0.5, -0.8, -0.8], [0.2, -0.8, 0.0], [-0.6, 1.0, -0.1], [-0.4, -0.1, 0.6], [-0.4, 2.6, 1.9], [1.2, -0.8, -3.9], [1.1, -1.7, -0.7], [0.1, -0.1, 0.0], [-0.1, 0.0, 0.0], [-0.2, 0.4, 0.1], [0.6, -0.5, 0.2], [1.0, -1.1, -0.2], [0.0, 0.1, 0.1], [0.0, 0.1, 0.1], [-0.1, -0.2, 0.0], [-0.6, -0.1, -1.3], [-0.1, -0.1, 0.0], [0.0, 0.0, 0.1], [-0.3, 0.1, -0.3], [-0.5, -0.1, 1.2], [-0.7, -0.4, 1.1], [-0.1, 0.0, -0.1], [-0.1, 0.0, -0.1], [0.6, 1.5, -0.2], [-0.1, 0.0, 0.0], [-0.1, 0.1, 0.0], [0.9, 0.8, -0.4], [-0.1, 0.0, 0.0], [0.0, -0.1, -0.1], [0.5, 0.9, -1.2], [0.0, 0.0, 0.1], [1.0, -0.9, 0.0], [-0.1, -0.1, 0.0], [-1.3, 0.5, -0.3], [-0.4, 0.1, 1.5], [0.0, -0.1, 0.1], [-0.1, 0.0, 0.0], [-0.1, 0.1, 0.0], [0.8, 1.1, -0.6], [-0.1, 0.0, 0.0], [0.0, -0.1, 0.0], [0.0, 0.0, 0.1], [0.5, -2.0, -0.3], [0.1, 0.0, 0.1], [0.0, -0.1, 0.0], [-0.2, 0.1, 0.1], [0.2, -1.9, 0.9], [0.6, 1.1, 0.8], [0.0, 0.1, 0.1], [-0.1, 0.1, -0.1], [-0.1, 0.0, 0.0], [1.0, 0.6, 0.5], [0.4, 1.0, -1.7], [0.0, 0.0, -0.1], [0.0, 0.0, -0.1], [0.1, -0.1, 0.0], [0.1, 0.0, -0.1], [-1.5, 0.5, 0.1], [-0.5, 0.8, -1.0], [-1.0, 0.8, 0.4]],
  "gap_ha": 0.2834,
  "multiplicity": 1,
  "homo_energy_ev": -8.880,
  "lumo_energy_ev": -1.17,
  "smiles": "[H]/N=C\\Cc1c(OC#N)c(CON=O)c(N(C(C)=O)C(C)=O)c2nc(C#C)c(CCCC#C)nc12.CC#N.CC#N.CC#N.CC#N.CC#N.CC#N.CC#N.CC#N.CC#N.CC#N.CC#N"
}

{
  "formula": "C45H54F6O3",
  "method": "wB97M-V/def2-TZVPD",
  "symbols": ["F", "F", "F", "F", "F", "F", "O", "O", "O", "C", "C", "C", "C", "C", "C", "C", "C", "C", "C", "C", "C", "C", "C", "C", "C", "C", "C", "C", "C", "C", "C", "C", "C", "C", "C", "C", "C", "C", "C", "C", "C", "C", "C", "C", "C", "C", "C", "C", "C", "C", "C", "C", "C", "C", "H", "H", "H", "H", "H", "H", "H", "H", "H", "H", "H", "H", "H", "H", "H", "H", "H", "H", "H", "H", "H", "H", "H", "H", "H", "H", "H", "H", "H", "H", "H", "H", "H", "H", "H", "H", "H", "H", "H", "H", "H", "H", "H", "H", "H", "H", "H", "H", "H", "H", "H", "H", "H", "H"],
  "positions_angstrom": [[-15.946, 7.313, 16.760], [-12.852, 12.654, 11.650], [-18.016, 7.708, 19.695], [-15.464, 14.767, 14.064], [-14.141, 4.980, 11.391], [-19.776, 11.041, 18.515], [-15.882, 5.739, 20.889], [-12.744, 4.724, 15.891], [-18.812, 8.775, 14.416], [-21.357, 5.852, 18.505], [-15.677, 4.469, 13.007], [-12.148, 6.825, 16.946], [-16.222, 9.462, 17.867], [-20.408, 9.151, 16.267], [-15.965, 10.834, 17.793], [-16.434, 13.869, 13.791], [-16.921, 6.372, 13.939], [-16.296, 13.080, 12.680], [-14.162, 7.191, 19.901], [-20.038, 12.392, 18.282], [-19.152, 7.122, 19.282], [-14.211, 4.607, 19.511], [-10.877, 11.574, 12.216], [-20.336, 7.551, 19.818], [-17.374, 13.712, 14.766], [-20.069, 8.387, 14.944], [-12.354, 12.550, 13.926], [-18.199, 11.794, 13.553], [-11.442, 12.080, 14.900], [-12.691, 6.644, 14.481], [-15.971, 8.688, 16.721], [-20.411, 15.068, 18.176], [-21.283, 12.859, 18.129], [-19.003, 6.139, 18.277], [-15.640, 11.428, 16.573], [-16.527, 7.198, 12.897], [-18.304, 12.670, 14.600], [-15.506, 9.276, 15.559], [-20.149, 5.466, 17.868], [-21.262, 8.518, 13.895], [-15.052, 5.421, 12.202], [-13.035, 6.157, 15.901], [-10.438, 11.218, 14.594], [-17.233, 12.076, 12.536], [-21.511, 6.886, 19.368], [-18.920, 13.166, 18.373], [-16.547, 5.026, 13.942], [-10.141, 10.951, 13.223], [-19.115, 14.548, 18.267], [-14.436, 5.788, 20.452], [-21.516, 14.203, 18.104], [-15.482, 6.705, 12.072], [-12.020, 12.241, 12.613], [-15.438, 10.625, 15.447], [-15.531, 12.485, 16.479], [-14.645, 7.433, 18.923], [-22.472, 14.659, 17.948], [-11.095, 6.748, 16.507], [-20.059, 4.675, 17.195], [-20.646, 10.191, 16.042], [-10.773, 11.550, 11.163], [-11.611, 12.259, 15.978], [-21.331, 8.764, 16.641], [-11.720, 6.302, 14.154], [-15.329, 8.647, 14.749], [-12.148, 6.399, 17.927], [-20.029, 7.281, 15.057], [-22.002, 12.073, 18.027], [-13.161, 4.557, 19.111], [-21.484, 9.559, 13.879], [-13.101, 7.257, 19.612], [-19.657, 9.076, 17.043], [-16.517, 8.993, 18.789], [-9.845, 10.795, 15.375], [-12.387, 7.903, 16.918], [-13.477, 6.420, 13.802], [-16.761, 8.276, 12.862], [-20.457, 16.151, 17.993], [-16.040, 11.479, 18.706], [-17.358, 14.431, 15.550], [-19.109, 12.544, 15.362], [-21.011, 8.119, 12.907], [-14.147, 6.220, 16.150], [-18.974, 11.053, 13.388], [-14.482, 7.971, 20.607], [-17.221, 11.559, 11.572], [-22.557, 7.141, 19.592], [-17.578, 6.743, 14.726], [-13.438, 4.330, 15.392], [-13.871, 5.668, 21.379], [-14.785, 4.577, 18.605], [-20.376, 8.345, 20.619], [-18.398, 9.447, 14.975], [-13.272, 13.122, 14.197], [-15.641, 13.290, 11.852], [-9.313, 10.283, 13.024], [-18.043, 6.091, 17.874], [-22.104, 7.989, 14.340], [-15.426, 3.422, 13.004], [-16.914, 4.380, 14.753], [-15.162, 7.410, 11.377], [-12.514, 7.711, 14.524], [-17.920, 12.724, 18.376], [-18.224, 15.158, 18.211], [-16.534, 6.038, 20.234], [-15.245, 11.061, 14.535], [-22.216, 5.279, 18.228], [-14.516, 3.731, 20.064]],
  "forces_ev_per_a": [[-0.7, 0.9, 0.4], [-0.4, 0.3, -0.6], [0.4, 0.2, 0.3], [0.2, 0.6, -0.3], [2.1, -0.7, -1.6], [-0.9, 1.0, -0.6], [1.3, -0.2, 0.3], [0.7, 0.8, 1.1], [0.0, 0.4, -0.2], [0.4, -1.7, -1.9], [-0.1, 1.7, 1.0], [1.3, 0.5, -2.3], [0.5, -0.5, -0.6], [0.0, -0.7, -1.6], [-0.3, 0.7, 0.3], [1.2, 0.1, 0.9], [-0.8, -0.1, 0.0], [-1.0, -0.4, -0.7], [0.2, -0.1, -1.1], [2.7, -2.0, 1.3], [-0.1, -0.5, -0.7], [1.4, 0.3, 0.0], [-0.6, -0.4, 1.5], [-1.4, 0.5, 0.9], [-0.8, -0.8, -0.8], [-1.2, -0.7, -0.1], [0.4, -0.1, 0.4], [0.3, 0.6, -2.0], [-1.9, 0.4, 1.0], [0.2, 1.1, 1.6], [0.9, 0.4, 0.8], [0.7, 0.2, -0.5], [-1.5, -1.1, -0.1], [-2.1, 1.1, 1.2], [0.0, -0.9, 0.1], [1.8, -0.3, 0.5], [-0.4, 0.5, 1.7], [-1.0, -0.9, 0.8], [0.4, 2.0, 2.4], [1.6, -0.1, 1.5], [-1.8, -1.0, 0.1], [-0.6, -1.4, -0.2], [0.7, -0.2, -2.2], [-0.7, -0.7, 0.2], [0.6, 0.9, 0.5], [0.7, 1.3, -0.6], [-0.1, -0.7, 0.7], [0.1, 0.4, 0.8], [-0.2, -0.8, 0.0], [-2.7, 0.8, -0.8], [1.1, 1.8, -0.3], [-2.3, 1.0, 1.5], [-0.4, 0.7, 1.1], [-0.4, 0.7, 2.2], [0.1, 0.5, 0.1], [-0.1, -0.6, 0.7], [-0.5, -0.2, 0.0], [-1.1, 0.1, 0.8], [-0.3, -1.1, -1.1], [0.4, 0.2, -0.1], [0.7, -0.6, -0.8], [-0.1, 0.2, -0.8], [-0.6, -0.5, 0.5], [0.1, -0.8, 0.0], [0.4, -0.9, -1.3], [-0.3, -0.2, 0.4], [0.3, 0.5, 0.7], [-0.9, 0.1, 0.1], [-0.7, -0.2, 0.8], [-0.5, 0.9, -0.6], [-0.1, 0.3, 0.6], [0.3, 0.0, 0.0], [0.0, 0.0, 0.1], [0.3, -0.3, 0.2], [0.0, -0.4, 0.5], [-0.4, -0.2, -0.7], [-0.3, -0.9, -0.1], [-0.5, -0.5, 0.4], [-0.1, -0.8, -0.9], [-0.3, 0.2, 0.7], [0.7, 0.1, -0.7], [0.0, 0.1, 0.3], [1.5, 0.4, -0.4], [0.3, -0.1, 0.0], [0.4, -0.3, -0.1], [-0.2, -0.2, 0.6], [0.8, 0.2, 0.5], [0.1, -0.1, -0.3], [-0.8, -0.6, -0.6], [-0.2, -0.2, -0.1], [-0.7, 0.6, -0.4], [0.2, -0.9, -1.2], [-0.2, -0.2, 0.0], [1.0, -0.5, -0.4], [0.5, 0.2, 0.2], [0.0, 0.1, -0.3], [1.4, -0.7, -0.8], [-0.1, -0.1, -0.2], [0.2, 0.0, -0.1], [0.0, 0.3, -0.4], [1.2, 0.5, -1.3], [-0.5, 0.7, -0.2], [-0.5, 0.1, 0.2], [-0.2, 0.4, 0.1], [0.9, 0.0, -0.1], [0.6, 0.9, -1.9], [-0.6, -0.1, -0.2], [0.4, -0.5, 0.1]],
  "gap_ha": 0.3551,
  "multiplicity": 1,
  "homo_energy_ev": -9.098,
  "lumo_energy_ev": 0.57,
  "smiles": "Fc1ccccc1.Fc1ccccc1.Fc1ccccc1.Fc1ccccc1.Fc1ccccc1.Fc1ccccc1.CC(C)O.CC(C)O.CC(C)O"
}

Question: Which formula does entry 1 have?
Answer: C45H53N17O5